(1)
ORCA calculation (wB97M-V/def2-TZVPD) on a structure of composition C4H4LiO5Yb in a non-equilibrium geometry.

Positions of all 15 atoms, in Å:
O  3.105  1.898  -0.964
C  3.476  1.329  0.063
O  2.808  0.474  0.692
Li  1.982  0.060  2.321
Yb  1.332  0.874  -0.918
C  -0.616  -0.718  -1.708
C  -1.491  0.179  -1.241
H  0.018  -1.550  -2.036
H  -1.850  1.052  -1.791
O  -2.129  -0.491  2.094
C  -1.409  -0.193  1.078
O  -0.221  -0.581  0.926
O  -2.099  0.163  0.036
H  -1.603  -0.698  2.883
H  -1.303  -1.797  -1.434

Values from the calculation:
Maximum force   5.94 eV/A
⟨S²⟩   0.754
Spin multiplicity   2
Charge   +2
LUMO (spin up / spin down)   -8.313 / -8.695 eV
DFT total energy   -46164.729 eV
HOMO-LUMO gap (spin up / spin down)   8.37 / 8.06 eV
ΔE to the lowest compared entry with this formula, charge and spin   112.9 kcal/mol

(2)
ORCA calculation (wB97M-V/def2-TZVPD) on a structure of composition C39H53CuN2PSe2 in a non-equilibrium geometry.

Positions of all 98 atoms, in Å:
Cu  0.613  1.357  0.883
C  -5.187  -1.941  1.820
C  -4.079  -0.945  2.189
C  -4.642  0.474  2.260
C  -2.954  -1.098  1.206
C  -3.002  -0.525  -0.058
C  -2.004  -0.726  -0.997
C  -2.299  -0.372  -2.439
C  -3.276  0.797  -2.609
C  -2.953  -1.586  -3.126
C  -0.831  -1.430  -0.615
C  -0.869  -2.190  0.576
C  -1.904  -1.978  1.474
C  0.091  -3.325  0.852
C  0.553  -3.398  2.310
C  -0.590  -4.653  0.483
C  0.299  -1.616  -1.575
C  0.126  -2.726  -2.410
C  1.013  -3.053  -3.413
C  2.148  -2.285  -3.590
C  2.369  -1.212  -2.752
C  1.470  -0.853  -1.736
P  2.077  0.578  -0.734
C  3.457  -0.147  0.368
C  4.148  0.965  1.152
C  4.476  -1.000  -0.381
C  2.704  -1.038  1.354
C  2.808  1.912  -1.915
C  1.944  1.997  -3.176
C  4.274  1.741  -2.324
C  2.708  3.236  -1.145
H  -5.987  -1.893  2.552
H  -4.800  -2.955  1.794
H  -5.596  -1.706  0.841
H  -3.707  -1.215  3.184
H  -5.234  0.718  1.383
H  -3.847  1.209  2.356
H  -5.293  0.559  3.126
H  -3.884  0.027  -0.332
H  -1.362  -0.149  -2.963
H  -4.303  0.468  -2.471
H  -3.200  1.183  -3.623
H  -3.088  1.604  -1.907
H  -3.786  -1.949  -2.528
H  -2.259  -2.404  -3.279
H  -3.331  -1.290  -4.101
H  -1.936  -2.560  2.383
H  0.964  -3.222  0.203
H  -0.220  -3.827  2.941
H  0.819  -2.421  2.705
H  1.424  -4.043  2.383
H  -1.479  -4.818  1.085
H  0.103  -5.472  0.658
H  -0.878  -4.680  -0.563
H  -0.746  -3.345  -2.261
H  0.812  -3.896  -4.054
H  2.862  -2.523  -4.362
H  3.267  -0.634  -2.881
H  4.810  1.570  0.541
H  4.757  0.520  1.938
H  3.417  1.620  1.632
H  5.075  -0.427  -1.080
H  3.996  -1.818  -0.912
H  5.159  -1.437  0.345
H  1.927  -0.471  1.873
H  3.388  -1.441  2.099
H  2.245  -1.871  0.832
H  1.780  1.025  -3.634
H  2.447  2.623  -3.911
H  0.981  2.453  -2.964
H  4.445  0.893  -2.978
H  4.944  1.678  -1.472
H  4.566  2.631  -2.881
H  1.687  3.451  -0.845
H  3.042  4.052  -1.784
H  3.339  3.233  -0.258
Se  -0.303  4.636  2.248
Se  1.696  3.589  2.614
C  0.937  2.095  3.612
C  0.986  2.045  4.994
C  0.305  1.019  5.637
C  -0.385  0.090  4.871
C  -0.354  0.204  3.491
N  0.298  1.187  2.870
C  -0.791  4.050  0.469
C  -1.492  4.987  -0.287
C  -1.838  4.678  -1.587
C  -1.471  3.439  -2.095
C  -0.823  2.550  -1.259
N  -0.491  2.842  0.000
H  1.543  2.788  5.548
H  0.318  0.942  6.714
H  -0.941  -0.710  5.334
H  -0.857  -0.508  2.852
H  -1.734  5.948  0.142
H  -2.379  5.385  -2.196
H  -1.684  3.169  -3.115
H  -0.545  1.559  -1.594

Values from the calculation:
Maximum force   1.00 eV/A
⟨S²⟩   0.754
Spin multiplicity   2
Charge   +2
LUMO (spin up / spin down)   -5.864 / -8.494 eV
DFT total energy   -228892.102 eV
HOMO-LUMO gap (spin up / spin down)   7.80 / 5.17 eV

(3)
ORCA calculation (wB97M-V/def2-TZVPD) on a cluster of 2 separate species, C35H27BrF6N2S in total in a non-equilibrium geometry.

Positions of all 72 atoms, in Å:
Br  -0.898  0.055  -9.383
C  -0.490  0.781  -7.677
C  -1.411  1.622  -7.026
C  -1.179  2.032  -5.714
C  -0.024  1.589  -5.005
S  0.201  1.969  -3.363
C  0.980  0.900  -5.749
C  0.740  0.489  -7.059
H  -2.300  1.953  -7.553
H  -1.865  2.700  -5.196
H  1.932  0.716  -5.256
H  1.502  -0.052  -7.610
F  7.162  0.850  2.003
C  6.430  -0.020  1.246
F  5.731  0.718  0.309
F  7.331  -0.825  0.576
C  5.441  -0.898  1.980
N  4.649  -1.663  0.983
C  4.996  -3.027  0.821
C  4.532  -3.991  1.743
C  4.971  -5.307  1.636
C  5.910  -5.673  0.664
C  6.373  -4.705  -0.231
C  5.943  -3.393  -0.143
C  3.465  -1.145  0.467
C  3.041  -1.529  -0.821
C  1.946  -0.921  -1.403
C  1.118  -0.005  -0.698
C  -0.118  0.350  -1.303
C  -1.210  0.812  -0.513
C  -2.193  1.694  -1.034
C  -3.319  2.044  -0.313
C  -3.538  1.527  0.984
N  -4.597  1.941  1.779
C  -5.247  3.245  1.519
C  -4.487  4.325  2.249
F  -4.792  5.609  1.893
F  -4.720  4.201  3.605
F  -3.134  4.145  2.032
C  -5.205  1.122  2.766
C  -4.788  1.235  4.100
C  -5.415  0.479  5.084
C  -6.483  -0.364  4.763
C  -6.925  -0.445  3.437
C  -6.325  0.328  2.442
C  -2.627  0.572  1.475
C  -1.497  0.264  0.767
C  1.532  0.312  0.633
C  2.673  -0.234  1.191
H  5.996  -1.624  2.583
H  4.807  -0.242  2.592
H  3.820  -3.658  2.500
H  4.597  -6.044  2.350
H  6.276  -6.705  0.583
H  7.107  -4.942  -0.999
H  6.328  -2.626  -0.816
H  3.637  -2.256  -1.363
H  1.685  -1.130  -2.433
H  -0.325  -0.036  -2.345
H  -2.020  2.090  -2.031
H  -4.097  2.662  -0.754
H  -5.248  3.507  0.454
H  -6.265  3.204  1.921
H  -3.967  1.915  4.326
H  -5.059  0.586  6.107
H  -6.944  -0.973  5.558
H  -7.761  -1.098  3.167
H  -6.658  0.331  1.402
H  -2.830  0.081  2.425
H  -0.810  -0.448  1.223
H  0.953  0.996  1.248
H  2.966  0.026  2.203

Values from the calculation:
Maximum force   2.22 eV/A
Spin multiplicity   1
LUMO   -1.449 eV
DFT total energy   -136894.551 eV
HOMO-LUMO gap   5.10 eV

(4)
ORCA calculation (wB97M-V/def2-TZVPD) on the molecule C3H6N2 in a non-equilibrium geometry.

Positions of all 11 atoms, in Å:
C  -2.407  0.040  -0.062
N  -1.181  0.381  0.575
C  -0.033  0.143  0.213
N  1.073  -0.318  0.308
C  2.453  0.004  -0.067
H  -3.300  0.004  0.592
H  -2.702  0.649  -0.876
H  -2.343  -1.095  -0.391
H  2.845  -0.945  -0.270
H  2.616  0.728  -0.745
H  2.978  0.409  0.723

Values from the calculation:
Maximum force   3.91 eV/A
SMILES   CN=C=NC
Spin multiplicity   1
LUMO   0.820 eV
DFT total energy   -6186.434 eV
HOMO-LUMO gap   9.97 eV
ΔE to the lowest compared entry with this formula, charge and spin   48.7 kcal/mol